ORCA calculation (wB97M-V/def2-TZVPD) on a structure of composition C4H9NO2.

```
16
C4H9NO2, DFT wB97M-V/def2-TZVPD
O 3.2749 1.1564 -0.0846
O -0.9186 1.1681 -0.7045
N 1.5531 -0.0319 0.0778
C -0.8213 -0.2339 -0.5371
C 0.2716 -0.5657 0.4823
C 2.1523 1.0351 0.5195
C -2.1791 -0.7274 -0.0747
H -2.9438 -0.4790 -0.8155
H -0.0802 1.4643 -1.0830
H -0.5547 -0.7147 -1.4930
H -2.4515 -0.2468 0.8715
H 0.3589 -1.6511 0.6016
H 2.7321 0.0544 -0.5669
H -2.1710 -1.8126 0.0698
H 1.7934 1.7298 1.2819
H -0.0161 -0.1449 1.4548
```

Results
molecular weight	103.121	g/mol
HOMO-LUMO gap	10.587	eV
DFT total energy	-9877.260	eV
ΔE to the lowest compared entry with this formula, charge and spin	270.2	kJ/mol
highest occupied orbital energy	-9.65	eV